C5H14N2O | wB97M-V/def2-TZVPD

The calculation puts the strongest force on any atom at 2.5 eV/Å. The LUMO energy is -8.20 eV. The value obtained for the energy above the lowest of the compared OMol25 structures with the same formula, charge and spin is 1.136 eV. The calculation puts the HOMO energy at -18.18 eV. The calculation puts the gap between HOMO and LUMO at 0.367 Eh.

Structure (ORCA input):
```
! RIJCOSX wB97M-V def2-TZVPD def2/J DEFGRID3
* xyz 2 1
O 2.92064 0.58626 2.14132
N 0.95836 1.75437 0.88023
N -0.85542 -2.08667 -1.11994
C 0.10076 -2.22730 -1.93629
C -0.27255 1.38776 0.14296
C -2.61111 -0.40444 -1.20927
C -1.42563 -0.77105 -0.73163
C -0.70325 -0.11402 0.41488
H 3.80805 0.93257 1.98422
H 1.71114 1.03124 0.82984
H 1.29439 2.67196 0.55149
H -0.06343 1.45480 -0.93418
H -2.88810 0.60631 -0.90375
H -1.35346 -2.86448 -0.68179
H 3.14893 0.15501 2.98353
H -3.18983 -0.92643 -1.96672
H -1.11833 2.00580 0.42620
H -1.42310 0.08047 1.21526
H 0.61394 -1.35053 -2.32225
H 0.17505 -0.71523 0.62927
H 0.69550 1.99752 1.84028
H 0.47745 -3.20392 -2.23364
*
```

C5H14N2O2 | wB97M-V/def2-TZVPD

The calculation puts the strongest force on any atom at 1.5 eV/Å. The LUMO energy is 0.82 eV. The value obtained for the energy above the lowest of the compared OMol25 structures with the same formula, charge and spin is 0.860 eV. The calculation puts the HOMO energy at -9.68 eV. As for the SMILES: CCCNC(=O)CN.O. The calculation puts the gap between HOMO and LUMO at 0.386 Eh.

Structure (ORCA input):
```
! RIJCOSX wB97M-V def2-TZVPD def2/J DEFGRID3
* xyz 0 1
O -0.34875 1.10421 2.45671
O -1.18938 -2.73427 -1.05038
N 1.02455 0.68917 0.72384
N -1.53311 -1.54675 1.65579
C 0.33061 0.96871 -1.67249
C 0.62741 2.48119 -1.68400
C -0.10818 -1.18828 1.82374
C 1.12184 0.15385 -0.63702
C 0.09263 0.29466 1.66381
H 0.22669 -1.41096 2.83146
H -1.31254 -1.82389 -1.34611
H -2.12659 -0.84306 2.07728
H 0.43927 -1.79945 1.11721
H 0.83384 2.82768 -0.67803
H -0.27477 3.00991 -1.99186
H 0.71436 -0.84842 -0.59619
H -1.55814 -2.70938 -0.15154
H -1.72370 -2.44944 2.06198
H -0.72280 0.76117 -1.55298
H 1.44067 2.68619 -2.37931
H 1.22436 1.67251 0.86123
H 2.17816 0.16579 -0.90203
H 0.64356 0.53884 -2.63113
*
```